1.
93
Properties=species:S:1:pos:R:3 method="wB97M-V/def2-TZVPD" orbital_gap_ev=9.772 de_lowest_kcal_mol=26.1 homo_ev=-9.582
C -4.70771 -2.02935 0.89350
O -3.33873 -1.67445 0.76529
H -4.75819 -3.11429 0.78431
H -5.16497 -1.66371 1.81312
H -5.30635 -1.61422 0.07270
H -3.18440 -0.79013 1.16075
C 0.43516 -0.00399 0.63783
O -0.36976 0.84720 -0.15705
H -0.16678 -0.68878 1.24586
H 1.10459 -0.61706 0.02706
H 1.07755 0.54874 1.32627
H -0.52452 0.37688 -0.99455
C -0.71528 4.60160 -0.60293
O -0.18258 3.65356 0.31228
H -0.56845 4.35215 -1.65806
H -1.77285 4.74835 -0.35690
H -0.17121 5.53123 -0.42189
H -0.39576 2.77191 -0.02640
C 5.67268 -0.54512 -0.35688
C 5.22072 -1.26047 -1.64712
C 3.99656 -0.58874 -2.24515
O 6.31308 -1.34218 -2.55046
H 5.92737 0.48413 -0.61665
H 6.50532 -1.01329 0.16197
H 4.81171 -0.55758 0.31958
H 4.96760 -2.28383 -1.35516
H 4.20072 0.34723 -2.76830
H 3.26304 -0.39668 -1.45998
H 3.48829 -1.22281 -2.97593
H 6.33211 -0.54062 -3.08344
C 1.79303 -5.62896 0.56176
C 1.93474 -4.16115 0.17543
C 1.55807 -3.94407 -1.29532
O 1.03588 -3.41485 0.99581
H 1.97627 -5.74651 1.62842
H 2.52249 -6.23520 0.01355
H 0.81121 -6.03328 0.31617
H 2.93468 -3.73357 0.27783
H 1.52200 -2.89145 -1.58157
H 0.69711 -4.55370 -1.56256
H 2.38653 -4.27211 -1.93874
H 0.17804 -3.27418 0.53124
C -6.60670 2.38028 -1.03297
C -5.32402 1.62196 -0.71200
C -4.10357 2.28937 -1.34696
O -5.19822 1.48422 0.69190
H -7.44900 2.04386 -0.43824
H -6.78175 2.30777 -2.10849
H -6.40668 3.44483 -0.88123
H -5.35857 0.60604 -1.13457
H -3.93230 3.31299 -1.00361
H -4.35009 2.49979 -2.39813
H -3.21554 1.66095 -1.38092
H -4.26323 1.33824 0.92418
C 2.04202 1.03284 -5.06872
C 1.38036 2.12241 -4.24831
C 2.03107 2.27827 -2.89662
O 1.52625 3.37655 -4.90845
H 1.60597 1.00574 -6.07140
H 1.98387 0.05630 -4.58563
H 3.10510 1.22964 -5.23037
H 0.32772 1.86881 -4.06786
H 1.97250 1.48774 -2.15171
H 1.71742 3.17254 -2.35049
H 3.09283 2.48421 -3.08056
H 1.13948 3.30298 -5.78688
C -0.53939 -0.60534 4.60012
C -1.34528 0.67705 4.64959
C -1.10223 1.38976 5.97577
O -0.97071 1.58731 3.59045
H 0.52086 -0.40012 4.74459
H -0.64909 -1.06927 3.61346
H -0.94908 -1.33162 5.29760
H -2.43007 0.52234 4.57535
H -0.11128 1.83069 6.08536
H -1.33192 0.76467 6.84197
H -1.80131 2.23240 6.06661
H -1.51815 2.37030 3.74581
O 3.31891 -0.49902 3.56590
H 2.68928 -1.17408 3.28068
H 4.18629 -0.89333 3.41951
O -1.36168 -3.18787 -0.38946
H -1.72735 -4.03728 -0.66298
H -2.11204 -2.71821 0.05257
O -0.55397 -1.04911 -2.20384
H -0.66396 -1.90403 -1.74686
H -0.69843 -1.24073 -3.13641
O -2.58047 0.81754 1.45810
H -1.94357 1.00630 0.73285
H -2.13168 1.13543 2.27131
O 1.89408 1.95846 3.25364
H 1.09557 1.71660 3.74436
H 2.54274 1.26615 3.47629

2.
99
Properties=species:S:1:pos:R:3 method="wB97M-V/def2-TZVPD" orbital_gap_ev=8.493 de_lowest_kcal_mol=693.6 homo_ev=-8.579
O 0.43920 -1.64276 -2.79883
H 0.98427 -1.08622 -3.35506
H 0.53124 -1.26951 -1.92221
O 1.40408 -0.53203 3.22866
H 0.85232 -0.89117 3.92350
H 0.82154 -0.46035 2.47252
O -2.20681 -1.37395 -2.22000
H -2.21907 -1.24801 -1.27121
H -2.52865 -0.54583 -2.57620
O 1.11629 0.89264 -2.07237
H 1.02386 0.64048 -2.99112
H 0.40796 0.43040 -1.62422
O 3.56585 -0.17238 1.87258
H 2.74389 -0.66204 1.90155
H 3.82350 -0.08146 2.78995
C 0.98568 3.96863 1.10032
C 0.67568 4.27144 2.58674
O -0.72159 4.09592 2.80379
O 0.58607 2.65830 0.74567
H 1.97369 4.35132 0.84448
H 0.50326 4.61641 0.36837
H 1.09221 5.26662 2.74224
H 1.33918 3.70137 3.23705
H -0.78513 3.14674 2.67484
H 1.31617 2.33983 0.20981
C 2.23175 -2.62279 -1.04229
C 0.89762 -3.31605 -0.84398
O 0.00325 -3.51869 -1.94586
O 2.08883 -1.23357 -1.03296
H 2.64677 -2.92427 -2.00404
H 2.90813 -2.84167 -0.21603
H 0.24895 -2.76436 -0.16356
H 1.14912 -4.31716 -0.49382
H 0.00075 -2.83260 -2.61733
H 2.92046 -0.75668 -0.98212
C -3.03296 1.43832 -3.05637
C -2.13280 0.95514 -4.24270
O -2.44224 1.63275 -5.49014
O -2.40925 1.08890 -1.79930
H -4.06558 1.12742 -3.21494
H -3.08826 2.52459 -3.12759
H -2.40119 -0.09840 -4.32109
H -1.08480 1.13524 -4.00323
H -1.98619 1.20852 -6.22065
H -1.70944 1.69265 -1.53976
C -1.94816 -2.81545 0.84463
C -2.95341 -4.02311 0.99247
O -3.84627 -4.25652 -0.01193
O -2.38097 -1.74712 -0.07202
H -0.98422 -3.17035 0.48001
H -1.55100 -2.45073 1.79191
H -3.67336 -3.77148 1.77121
H -2.60102 -4.97567 1.38813
H -3.31426 -4.79578 -0.60163
H -3.28439 -1.92473 -0.34384
C 2.27720 -3.26831 2.41876
C 0.87012 -3.64305 1.82209
O -0.09944 -2.65794 1.91778
O 2.75935 -2.05769 1.88577
H 2.88955 -4.13204 2.15975
H 2.21850 -3.36123 3.50321
H 0.38022 -4.50611 2.27290
H 1.00451 -3.94466 0.78331
H 0.06426 -1.92252 1.32284
H 2.09446 -1.36555 1.90689
C 0.50662 0.22571 0.83376
C -0.81224 0.07062 -0.07271
O -0.57251 -0.31611 -1.41840
O 1.18722 -0.94862 1.11499
H 0.38373 0.85497 1.71525
H 1.18110 0.84758 0.24516
H -1.43346 0.95621 -0.20661
H -1.40527 -0.68474 0.44290
H -1.37406 -0.76346 -1.69948
H 1.43173 -1.28880 0.25123
C 3.30574 2.56716 -1.99752
C 3.26110 2.06795 -0.54675
C 3.68030 3.04245 0.52461
O 1.82313 1.85949 -0.43461
H 4.26788 2.39756 -2.48087
H 3.28348 3.65343 -1.91018
H 2.69973 2.13220 -2.79229
H 3.64728 1.07504 -0.31632
H 3.42383 2.67378 1.51779
H 3.16997 3.98859 0.34438
H 4.75930 3.14133 0.40593
H 1.62187 1.22550 -1.12682
C -2.05526 1.00954 2.28006
C -2.88047 2.18491 1.67917
C -3.08109 2.07370 0.13223
O -4.20516 2.08947 2.20541
H -2.31352 0.93899 3.33667
H -1.00877 1.30711 2.34637
H -2.24476 0.03086 1.83920
H -2.43815 3.12921 1.99658
H -3.92959 2.68393 -0.17725
H -3.37149 1.03999 -0.05539
H -2.22024 2.25121 -0.51237
H -4.67722 1.28163 1.99056